This record from the Open Molecules 2025 dataset describes a 4-piece molecular cluster, C26H73N15O8P5 overall at a distorted geometry. The level of theory is ωB97M-V with the def2-TZVPD basis set.

Output
**HOMO energy**: -9.27 eV
**E**: -4164.27457 hartree
**Molecular weight**: 878.837 g mol⁻¹
**Net charge**: +1
**E_LUMO**: -3.09 eV
**Kohn-Sham gap**: 6.1842 eV

Last column: Löwdin charge in e.
Element x y z (Å)
C (10.652, -2.059, 4.821)  0.063
C (9.589, -1.822, 4.047)  -0.163
N (9.514, -2.395, 2.729)  0.119
C (8.759, -3.421, 2.378)  -0.291
N (8.790, -3.907, 1.121)  0.204
C (7.970, -4.928, 1.118)  -0.263
P (7.794, -5.824, -0.471)  0.436
O (8.765, -6.897, -0.620)  -0.228
O (6.266, -6.242, -0.584)  -0.123
O (8.068, -4.641, -1.496)  -0.099
N (7.391, -5.111, 2.320)  -0.003
P (6.256, -6.374, 2.652)  0.466
N (6.652, -7.679, 1.964)  -0.099
O (6.163, -6.504, 4.239)  -0.109
O (4.878, -5.804, 2.118)  -0.110
N (7.901, -4.094, 3.153)  -0.023
N (7.590, -3.915, 4.471)  0.048
C (6.216, -3.412, 4.727)  -0.171
C (5.566, -2.680, 3.561)  -0.200
C (4.065, -2.476, 3.876)  -0.240
C (3.227, -2.335, 2.590)  -0.088
H (10.544, -2.256, 5.881)  0.072
H (11.655, -2.035, 4.404)  0.076
H (8.786, -1.160, 4.349)  0.111
H (10.118, -2.040, 1.999)  0.169
H (6.055, -6.471, -1.501)  0.108
H (7.841, -4.889, -2.402)  0.104
H (6.783, -8.418, 2.646)  0.026
H (5.241, -6.372, 4.513)  0.101
H (4.444, -6.558, 1.681)  0.107
H (7.780, -4.776, 4.971)  0.136
H (5.550, -4.187, 5.108)  0.095
H (6.309, -2.690, 5.542)  0.127
H (5.975, -1.675, 3.443)  0.120
H (5.591, -3.231, 2.620)  0.088
H (3.897, -1.637, 4.549)  0.113
H (3.710, -3.386, 4.369)  0.098
H (2.805, -3.298, 2.303)  0.070
H (3.839, -1.952, 1.772)  0.073
H (2.388, -1.662, 2.765)  0.052
O (0.112, -0.309, 2.616)  -0.313
P (-0.491, 0.808, 1.815)  0.657
N (-0.799, 1.960, 3.046)  -0.330
C (-2.093, 2.484, 3.427)  -0.122
C (0.302, 2.291, 3.936)  -0.135
N (-1.901, 0.039, 1.250)  -0.315
C (-3.235, 0.613, 1.245)  -0.128
C (-1.969, -1.411, 1.386)  -0.134
N (-0.577, 1.965, 0.539)  -0.269
C (-0.241, 1.384, -0.784)  -0.118
C (0.264, 3.172, 0.689)  -0.116
H (-2.649, 2.865, 2.568)  0.066
H (-1.974, 3.340, 4.092)  0.079
H (-2.709, 1.741, 3.947)  0.080
H (0.938, 3.086, 3.520)  0.067
H (0.939, 1.423, 4.120)  0.062
H (-0.060, 2.631, 4.905)  0.078
H (-3.710, 0.561, 2.231)  0.078
H (-3.878, 0.073, 0.546)  0.068
H (-3.236, 1.646, 0.899)  0.071
H (-2.250, -1.721, 2.400)  0.084
H (-1.016, -1.872, 1.140)  0.064
H (-2.709, -1.807, 0.687)  0.078
H (0.804, 1.063, -0.835)  0.082
H (-0.413, 2.126, -1.564)  0.071
H (-0.868, 0.525, -1.012)  0.074
H (1.313, 2.934, 0.887)  0.085
H (-0.111, 3.804, 1.490)  0.073
H (0.217, 3.762, -0.226)  0.078
O (-6.617, -0.391, 0.158)  -0.301
P (-8.051, -0.699, -0.110)  0.638
N (-8.878, 0.513, 0.758)  -0.324
C (-9.820, 0.308, 1.838)  -0.121
C (-8.447, 1.887, 0.544)  -0.127
N (-8.172, -2.236, 0.629)  -0.316
C (-9.271, -2.689, 1.458)  -0.140
C (-6.926, -2.883, 1.023)  -0.136
N (-9.353, -1.074, -1.171)  -0.278
C (-8.975, -2.068, -2.205)  -0.123
C (-9.965, 0.070, -1.878)  -0.124
H (-10.607, -0.398, 1.567)  0.066
H (-10.339, 1.239, 2.068)  0.080
H (-9.333, -0.037, 2.757)  0.080
H (-8.943, 2.338, -0.326)  0.068
H (-7.370, 1.943, 0.374)  0.067
H (-8.667, 2.509, 1.411)  0.079
H (-9.206, -2.305, 2.482)  0.075
H (-9.268, -3.781, 1.515)  0.078
H (-10.237, -2.419, 1.033)  0.069
H (-6.538, -2.498, 1.974)  0.084
H (-6.161, -2.751, 0.264)  0.066
H (-7.091, -3.958, 1.129)  0.077
H (-8.221, -1.677, -2.895)  0.083
H (-9.855, -2.354, -2.780)  0.080
H (-8.581, -2.970, -1.742)  0.072
H (-9.232, 0.682, -2.411)  0.086
H (-10.512, 0.703, -1.183)  0.073
H (-10.691, -0.299, -2.602)  0.080
O (1.137, 4.922, -3.375)  -0.306
P (0.715, 5.265, -4.765)  0.638
N (-0.621, 4.239, -5.024)  -0.324
C (-0.740, 3.221, -6.046)  -0.121
C (-1.648, 4.234, -3.995)  -0.131
N (2.108, 4.791, -5.631)  -0.318
C (2.110, 4.067, -6.887)  -0.140
C (3.304, 4.484, -4.855)  -0.136
N (0.303, 6.395, -5.995)  -0.278
C (1.212, 7.568, -6.019)  -0.121
C (-1.077, 6.923, -5.959)  -0.123
H (-0.520, 3.612, -7.040)  0.066
H (-1.768, 2.860, -6.102)  0.080
H (-0.094, 2.356, -5.853)  0.079
H (-2.383, 5.036, -4.148)  0.069
H (-1.211, 4.378, -3.004)  0.058
H (-2.191, 3.290, -3.968)  0.080
H (1.941, 2.993, -6.748)  0.074
H (3.076, 4.187, -7.384)  0.079
H (1.370, 4.461, -7.581)  0.069
H (3.273, 3.476, -4.423)  0.082
H (3.437, 5.197, -4.046)  0.068
H (4.184, 4.558, -5.497)  0.077
H (1.125, 8.173, -5.112)  0.085
H (0.980, 8.195, -6.879)  0.080
H (2.247, 7.248, -6.119)  0.073
H (-1.346, 7.340, -4.984)  0.087
H (-1.793, 6.147, -6.219)  0.073
H (-1.183, 7.709, -6.705)  0.081

***

This record from the Open Molecules 2025 dataset describes C25H32BiN3O5SSi2 as an isolated structure at a distorted geometry. The level of theory is ωB97M-V with the def2-TZVPD basis set.

Output
**HOMO energy**: -0.57 eV
**E**: -2704.30276 hartree
**Molecular weight**: 751.766 g mol⁻¹
**Net charge**: -2
**Relative energy (zero: lowest compared OMol25 entry of this formula, charge and spin)**: 49.5 kJ/mol
**E_LUMO**: 4.79 eV
**Kohn-Sham gap**: 5.3596 eV

Last column: natural (NBO) charge in e.
Element x y z (Å)
Bi (-0.409, -0.036, -0.236)  2.091
C (-4.839, 1.337, 1.165)  -1.124
Si (-3.521, 1.198, -0.183)  1.842
C (-2.461, 2.713, 0.016)  -1.169
C (-4.326, 1.203, -1.867)  -1.148
N (-2.554, -0.228, 0.047)  -1.312
C (-2.987, -1.531, -0.250)  0.113
C (-4.334, -1.886, -0.303)  -0.262
C (-4.748, -3.181, -0.601)  -0.262
C (-3.799, -4.159, -0.834)  -0.251
C (-2.448, -3.834, -0.768)  -0.282
C (-2.007, -2.539, -0.489)  0.227
N (-0.659, -2.197, -0.388)  -1.318
Si (0.749, -3.039, -0.962)  1.832
C (2.197, -2.368, 0.008)  -1.148
C (0.710, -4.899, -0.613)  -1.125
C (1.076, -2.859, -2.791)  -1.152
H (-5.390, 2.279, 1.068)  0.216
H (-4.347, 1.332, 2.142)  0.232
H (-5.566, 0.524, 1.158)  0.219
H (-3.079, 3.594, -0.181)  0.229
H (-1.618, 2.733, -0.685)  0.296
H (-2.061, 2.798, 1.031)  0.238
H (-5.088, 1.983, -1.961)  0.215
H (-4.786, 0.237, -2.084)  0.237
H (-3.551, 1.372, -2.621)  0.268
H (-5.082, -1.129, -0.114)  0.196
H (-5.806, -3.409, -0.656)  0.188
H (-4.097, -5.175, -1.065)  0.188
H (-1.711, -4.605, -0.942)  0.201
H (1.956, -2.291, 1.070)  0.266
H (2.498, -1.367, -0.324)  0.250
H (3.064, -3.024, -0.116)  0.224
H (0.307, -5.124, 0.378)  0.232
H (1.737, -5.275, -0.656)  0.222
H (0.128, -5.450, -1.356)  0.217
H (0.744, -1.880, -3.144)  0.290
H (0.557, -3.630, -3.368)  0.217
H (2.149, -2.932, -2.995)  0.224
N (2.569, 1.258, -0.606)  -0.830
C (3.668, 1.159, 0.212)  0.196
C (4.818, 0.492, -0.229)  -0.233
C (5.943, 0.400, 0.573)  -0.221
C (5.962, 0.989, 1.830)  -0.296
C (4.825, 1.657, 2.271)  -0.168
C (3.670, 1.744, 1.504)  -0.095
C (2.483, 2.471, 2.027)  -0.082
C (2.542, 3.840, 2.237)  -0.189
C (1.456, 4.575, 2.707)  -0.304
C (0.260, 3.895, 2.945)  -0.224
C (0.175, 2.530, 2.770)  -0.192
C (1.294, 1.760, 2.352)  -0.196
H (1.926, 2.017, -0.437)  0.419
H (2.634, 1.012, -1.587)  0.436
H (4.818, 0.065, -1.226)  0.199
H (6.817, -0.124, 0.204)  0.190
H (6.837, 0.918, 2.464)  0.190
H (4.811, 2.111, 3.256)  0.203
H (3.470, 4.349, 1.990)  0.197
H (1.526, 5.647, 2.836)  0.191
H (-0.621, 4.445, 3.260)  0.190
H (-0.751, 2.006, 2.988)  0.194
O (-0.513, 1.672, -4.218)  -1.017
S (0.111, 1.190, -3.001)  2.576
O (1.472, 0.664, -3.185)  -1.067
O (0.091, 2.189, -1.899)  -1.089
O (-0.747, 0.009, -2.442)  -1.148
O (0.590, -0.542, 2.181)  -0.700
C (1.265, 0.344, 2.695)  0.254

***

This record from the Open Molecules 2025 dataset describes a 8-piece molecular cluster, C23H64N3O11 overall at a distorted geometry. The level of theory is ωB97M-V with the def2-TZVPD basis set.

Output
**HOMO energy**: -5.25 eV
**E**: -1905.99660 hartree
**Molecular weight**: 558.775 g mol⁻¹
**Net charge**: -1
**Relative energy (zero: lowest compared OMol25 entry of this formula, charge and spin)**: 77.9 kJ/mol
**E_LUMO**: 2.12 eV
**Kohn-Sham gap**: 7.3710 eV

Last column: Löwdin charge in e.
Element x y z (Å)
C (-26.347, 3.789, 8.382)  -0.280
O (-27.518, 3.942, 9.084)  -0.411
H (-26.487, 4.407, 7.427)  0.079
H (-26.139, 2.712, 8.093)  0.072
H (-25.669, 4.247, 8.984)  0.028
C (-28.348, 1.531, 11.276)  -0.194
O (-27.041, 1.642, 10.781)  -0.166
H (-28.390, 0.813, 12.096)  0.056
H (-29.118, 1.226, 10.487)  0.087
H (-28.567, 2.502, 11.827)  0.086
H (-26.850, 2.488, 10.334)  0.034
C (-29.811, 5.577, 7.371)  -0.153
O (-29.686, 5.459, 8.801)  -0.199
H (-28.918, 5.775, 6.993)  0.010
H (-30.497, 6.479, 7.323)  0.102
H (-30.178, 4.748, 7.040)  0.006
H (-28.708, 5.041, 8.810)  0.049
C (-26.614, 5.964, 11.879)  -0.197
O (-27.200, 4.700, 11.723)  -0.148
H (-25.572, 5.907, 12.303)  0.081
H (-27.168, 6.645, 12.439)  0.033
H (-26.477, 6.564, 10.906)  0.088
H (-27.529, 4.651, 10.774)  0.055
C (-28.386, 0.994, 7.404)  -0.183
O (-29.167, 2.231, 7.570)  -0.179
H (-27.548, 1.051, 6.536)  0.080
H (-28.976, 0.108, 7.106)  0.038
H (-27.729, 0.658, 8.511)  0.141
H (-28.732, 2.926, 8.114)  0.026
C (-24.269, 2.613, 5.966)  -0.102
O (-24.022, 1.231, 5.547)  -0.178
C (-24.203, 1.058, 4.166)  -0.263
C (-24.008, -0.372, 3.747)  -0.237
N (-23.610, -0.576, 2.386)  -0.081
C (-24.709, -0.417, 1.490)  -0.287
C (-24.434, -0.525, 0.015)  -0.294
O (-24.432, -1.905, -0.184)  -0.179
C (-24.384, -2.184, -1.594)  -0.095
H (-23.340, 3.302, 5.437)  0.133
H (-24.044, 2.756, 6.995)  0.038
H (-25.146, 3.286, 5.725)  0.089
H (-23.500, 1.612, 3.786)  0.045
H (-25.245, 1.522, 3.576)  0.188
H (-24.743, -1.141, 3.881)  0.095
H (-23.267, -0.864, 4.575)  0.169
H (-23.309, -1.515, 2.005)  0.144
H (-25.025, 0.659, 1.396)  0.117
H (-25.615, -1.147, 1.692)  0.163
H (-23.517, 0.013, -0.172)  0.121
H (-25.218, 0.174, -0.431)  0.141
H (-23.911, -1.456, -2.216)  0.066
H (-25.355, -2.052, -1.955)  0.058
H (-23.899, -3.240, -1.719)  0.127
C (-26.599, 7.405, 7.774)  -0.094
O (-26.751, 8.813, 8.092)  -0.177
C (-28.091, 9.196, 8.052)  -0.234
C (-28.270, 10.612, 7.576)  -0.244
N (-29.487, 10.880, 6.933)  -0.092
C (-29.676, 12.187, 6.346)  -0.229
C (-30.999, 12.342, 5.558)  -0.183
O (-31.059, 13.751, 5.118)  -0.231
C (-32.238, 14.061, 4.464)  -0.197
H (-26.593, 7.126, 6.712)  0.075
H (-27.384, 6.868, 8.499)  0.127
H (-25.501, 7.142, 7.848)  0.089
H (-28.725, 9.201, 8.914)  0.130
H (-28.566, 8.531, 7.405)  0.085
H (-27.440, 11.183, 6.931)  0.157
H (-28.279, 11.183, 8.407)  0.073
H (-29.675, 10.102, 6.327)  0.117
H (-28.853, 12.248, 5.652)  0.089
H (-29.561, 13.289, 6.818)  0.170
H (-31.767, 11.984, 6.313)  0.145
H (-30.831, 11.818, 4.640)  0.106
H (-32.176, 15.216, 4.177)  0.108
H (-33.112, 14.243, 5.149)  0.075
H (-32.524, 13.382, 3.498)  0.128
C (-22.111, 5.098, 8.362)  -0.031
O (-20.779, 4.938, 8.947)  -0.177
C (-20.443, 3.674, 9.165)  -0.317
C (-19.009, 3.546, 9.724)  -0.140
N (-18.560, 2.090, 9.785)  -0.049
C (-17.150, 1.975, 10.117)  -0.241
C (-16.673, 0.556, 10.219)  -0.170
O (-15.236, 0.606, 10.439)  -0.197
C (-14.658, -0.560, 10.109)  -0.170
H (-22.862, 4.431, 8.758)  0.079
H (-21.824, 4.827, 7.354)  0.076
H (-22.235, 6.218, 8.419)  0.112
H (-20.533, 2.884, 8.414)  0.131
H (-21.060, 3.302, 9.857)  0.082
H (-18.778, 3.993, 10.763)  0.138
H (-18.268, 4.059, 9.114)  0.101
H (-18.557, 1.750, 8.938)  0.024
H (-16.911, 2.699, 11.077)  0.168
H (-16.436, 2.518, 9.406)  0.125
H (-16.979, -0.042, 9.500)  0.086
H (-16.889, 0.439, 11.183)  0.089
H (-14.988, -0.989, 9.147)  0.095
H (-15.044, -1.138, 10.883)  0.063
H (-13.549, -0.355, 10.214)  0.117

***

> Among the records above, which one has the highest HOMO energy?

C25H32BiN3O5SSi2